# 1
This record from OMol25 describes an isolated molecule of C7H10N6 in a non-equilibrium geometry. The level of theory is ωB97M-V/def2-TZVPD.

Calculated values
Relative energy (zero: lowest compared OMol25 entry of this formula, charge and spin)   2.136 eV
Gap between HOMO and LUMO   9.2 eV
Structure (SMILES)   NCCn1cnc2c(N)ncnc21
LUMO   0.9 eV

Each line ends with the Mulliken charge.
Geometry (Å):
N 3.88862 -0.51175 -0.24227  -0.679
C 2.52252 -0.60145 0.26646  -0.348
C 1.83899 0.93233 0.17173  -0.728
N 0.43077 0.99237 0.06375  -0.002
C -0.35273 2.16459 -0.05003  -0.442
N -1.64770 2.02512 0.02307  -0.707
C -1.73842 0.60993 0.02662  0.807
C -2.89598 -0.22281 -0.00747  -0.043
N -4.07100 0.17431 -0.08483  -0.316
N -2.67399 -1.54871 0.11876  -0.670
C -1.41174 -2.02348 -0.05974  -0.390
N -0.28191 -1.34646 0.04909  -0.509
C -0.45344 -0.00150 0.04067  0.573
H 4.39433 -1.34369 0.18441  0.288
H 3.75610 -0.87473 -1.17368  0.276
H 1.81754 -1.33014 -0.27072  0.358
H 2.70157 -0.93715 1.25013  0.338
H 2.33694 1.71946 0.86443  0.311
H 2.09076 1.47285 -0.79991  0.378
H 0.24105 3.02059 -0.20483  0.466
H -4.28829 1.18451 -0.08753  0.276
H -4.85340 -0.49172 0.11274  0.301
H -1.35058 -3.06248 -0.19087  0.463

Atomic forces in eV per Å
N 0.464 -2.030 -0.193
C -1.644 1.907 -1.299
C 3.373 0.654 -1.363
N -2.068 1.022 0.638
C 0.796 -0.856 0.781
N 1.285 -1.783 -0.925
C -0.012 0.296 -0.085
C 7.099 -2.433 1.222
N -7.548 2.689 0.098
N 0.563 -0.562 -1.524
C -1.111 2.306 1.678
N 0.169 0.189 -1.003
C -3.118 -1.285 0.684
H -0.543 1.539 -0.436
H 0.664 0.437 -0.828
H 1.244 1.185 0.828
H -0.991 0.010 1.535
H -1.257 -1.722 -0.213
H 0.848 -1.405 0.640
H 0.054 1.371 0.135
H 0.268 -1.117 0.054
H 1.261 0.938 -0.461
H 0.202 -1.348 0.034



# 2
This record from OMol25 describes the ion C7H10NO with charge +1 in a non-equilibrium geometry. The level of theory is ωB97M-V/def2-TZVPD.

Calculated values
Relative energy (zero: lowest compared OMol25 entry of this formula, charge and spin)   2.638 eV
Gap between HOMO and LUMO   9.7 eV
LUMO   -5.7 eV
Net charge   +1

Each line ends with the Mulliken charge.
Geometry (Å):
C -0.20619 -0.14488 0.13874  0.994
C -0.00879 1.26246 0.12045  0.518
C 0.93514 -1.00647 0.08818  0.857
C 1.33949 1.62551 0.21740  -0.418
C -1.48200 -0.85693 0.12407  -1.455
C -1.00735 2.35193 -0.05506  -1.390
C 0.90157 -2.38755 -0.22148  -1.265
N 2.08496 -0.55466 0.15681  -0.508
O 2.31328 0.78186 0.31411  -0.089
H 1.67097 2.70590 0.20583  0.394
H -1.52415 -1.39646 -0.80340  0.402
H -2.47124 -0.18076 0.14600  0.342
H -1.38281 -1.64177 0.90596  0.406
H -1.80863 2.22167 0.55359  0.395
H -1.37661 2.21927 -1.09651  0.351
H -0.68086 3.45536 0.01106  0.373
H 1.83862 -2.72556 -0.69631  0.385
H -0.00683 -2.74828 -0.78536  0.317
H 0.87142 -2.98063 0.67592  0.391

Atomic forces in eV per Å
C -0.502 1.940 -0.074
C 1.423 -1.132 0.319
C -2.738 2.009 -0.519
C -0.247 1.321 -0.001
C -2.449 1.409 0.530
C 1.449 1.291 -2.799
C -0.860 -3.843 -0.985
N 5.110 1.263 0.483
O -0.494 -0.050 -0.178
H -0.248 -1.433 0.166
H -0.200 -0.371 -0.611
H 2.406 -1.624 0.406
H -0.760 0.536 -0.263
H -2.448 -0.325 1.919
H -0.019 0.290 0.526
H 0.070 -2.012 0.120
H -0.557 0.372 -0.062
H 1.186 0.623 0.300
H -0.124 -0.262 0.722



# 3
This record from OMol25 describes the ion C7H10NO with charge +1 in a non-equilibrium geometry. The level of theory is ωB97M-V/def2-TZVPD.

Calculated values
Relative energy (zero: lowest compared OMol25 entry of this formula, charge and spin)   2.378 eV
Gap between HOMO and LUMO   10.0 eV
Structure (SMILES)   C=C1C(=O)C=CC[N@@H+]1C
LUMO   -4.1 eV
Net charge   +1

Each line ends with the Mulliken charge.
Geometry (Å):
C 2.27107 -0.62305 0.43795  -1.027
C 0.95613 -0.47776 0.36326  0.417
C -0.09607 -0.67701 1.66963  0.373
O 0.01402 -1.61414 2.40273  -0.430
C -1.03269 0.52255 1.74136  -0.320
C -1.30178 1.23099 0.64576  -0.258
C -0.60572 1.25418 -0.65049  -0.705
N 0.34239 0.01752 -0.84007  0.001
C -0.49574 -1.00441 -1.57827  -0.993
H 3.00878 -0.19958 -0.13749  0.391
H 2.62541 -0.80414 1.43724  0.293
H -1.37605 0.65363 2.79014  0.380
H -1.92797 2.16501 0.72068  0.366
H -1.26989 0.99104 -1.43015  0.459
H -0.14454 2.18219 -0.94921  0.435
H 1.16001 0.27455 -1.47851  0.406
H -0.59054 -0.85166 -2.58281  0.428
H -0.06674 -2.02189 -1.43812  0.331
H -1.47007 -1.01801 -1.12364  0.451

Atomic forces in eV per Å
C -2.044 0.421 2.738
C -0.838 -0.752 2.128
C 1.499 0.516 -2.198
O -0.239 1.059 -0.431
C 0.686 -1.714 0.789
C -0.105 2.478 1.292
C 0.723 -2.192 -0.500
N 0.567 1.164 -2.181
C 0.823 -2.302 3.106
H 1.353 0.485 -2.177
H 0.165 -0.771 0.239
H -0.421 0.273 -1.151
H 0.333 -1.233 0.148
H -1.213 0.576 -0.788
H 0.511 0.274 0.481
H -1.416 -0.168 0.856
H 0.056 1.072 -2.628
H -0.051 0.805 0.008
H -0.388 0.009 0.268



# 4
This record from OMol25 describes a cluster of 2 separate species, C7H10NO4S in total in a non-equilibrium geometry. The level of theory is ωB97M-V/def2-TZVPD.

Calculated values
Relative energy (zero: lowest compared OMol25 entry of this formula, charge and spin)   0.000 eV
Gap between HOMO and LUMO   8.3 eV
LUMO   3.0 eV
Net charge   -1

Each line ends with the Mulliken charge.
Geometry (Å):
C 1.94666 0.06490 -1.12890  0.371
C 2.01635 -0.88195 1.50028  0.864
C 0.91818 2.06866 0.09201  -0.817
C -1.54551 1.01882 0.75346  -0.581
C 0.64265 0.84507 -0.68850  0.325
C -1.88363 -1.85304 -0.00321  -1.435
C -0.82539 -1.02803 -0.70464  -0.466
N -0.24175 -0.04972 0.10750  -0.259
O 2.58014 -0.61750 -0.31976  -0.575
O 2.21487 0.07885 2.15487  -0.540
O 2.21345 0.15683 -2.31935  -0.734
O 1.66602 -2.02130 1.45091  -0.539
S -0.82186 2.60374 0.69549  -0.248
H 1.38670 2.04341 1.00511  0.357
H 1.22002 3.00368 -0.35621  0.374
H -2.18004 0.94276 -0.08761  0.350
H -1.82410 0.71786 1.77811  0.338
H 0.10318 1.27386 -1.62562  0.240
H -2.13819 -2.73944 -0.54912  0.425
H -1.60112 -2.15145 0.92717  0.363
H -2.72124 -1.23854 0.03459  0.388
H -1.07376 -0.53767 -1.67646  0.380
H -0.05161 -1.69981 -1.04012  0.415

Atomic forces in eV per Å
C -1.334 0.832 -1.361
C -0.848 -1.835 0.485
C -2.554 1.693 0.400
C 3.574 -2.305 -0.981
C -0.983 -0.058 -0.680
C 0.246 0.724 -2.832
C 0.248 -0.893 -1.546
N -0.754 3.755 2.314
O 0.830 -0.562 2.114
O 0.393 0.721 -0.392
O 0.102 0.428 -1.047
O 0.345 0.589 -0.095
S 0.869 1.138 -0.110
H 1.633 -1.021 1.815
H 0.365 -0.252 -1.012
H -1.567 -0.346 -0.144
H -0.083 -0.275 -0.941
H 0.815 -1.243 0.993
H -0.118 -0.464 -0.563
H 1.059 -0.588 2.740
H -1.932 0.789 0.479
H -1.049 -0.444 0.226
H 0.743 -0.382 0.139